A structure of composition C6H4AlN2O5S, computed with the ωB97M-V functional and the def2-TZVPD basis.

Energy relative to the best compared isomer or geometry (same formula, charge and spin) (kcal per mole): 29.7
HOMO level (eV): -21.4
Total charge: +3

Each line ends with the natural charge from an NBO analysis.
Atoms and positions in Å:
1 O -0.00001 3.72498 -2.77890  -0.17
2 C 0.00000 2.64036 -2.39529  0.56
3 Al 0.00007 0.52001 -1.68764  1.03
4 O -0.00033 -1.22842 -4.48155  -0.19
5 C -0.00001 -0.67001 -3.46259  0.51
6 C 0.00009 -2.00053 -0.83583  0.47
7 O 0.00022 -3.03872 -0.33907  -0.35
8 C -2.11279 0.07063 -1.53149  0.52
9 O -3.23451 -0.11804 -1.36996  -0.21
10 C 2.11279 0.07043 -1.53126  0.52
11 O 3.23456 -0.11835 -1.36981  -0.21
12 N 0.00000 -1.15802 2.99839  -0.69
13 C 0.00000 0.01097 2.32054  0.43
14 N 0.00000 1.14821 3.01798  -0.68
15 S -0.00006 0.16549 0.60821  -0.34
16 H 0.00000 -1.24333 4.00244  0.47
17 H 0.00000 -1.99016 2.41421  0.44
18 H -0.00001 1.96630 2.40866  0.43
19 H 0.00000 1.24821 4.01297  0.46

***

The molecule C6H4BF5O2, computed with the ωB97M-V functional and the def2-TZVPD basis.

Energy relative to the best compared isomer or geometry (same formula, charge and spin) (kcal per mole): 31.2
HOMO level (eV): -9.2

Each line ends with the natural charge from an NBO analysis.
Atoms and positions in Å:
1 C 0.36140 0.42702 -1.62954  -0.42
2 C 0.04967 1.66020 -1.40471  0.31
3 F 0.87411 2.61288 -1.98926  -0.33
4 C -0.94655 2.17637 -0.43983  0.31
5 F -1.49904 3.36444 -0.58834  -0.29
6 C -1.17827 1.63672 0.83815  0.28
7 F -1.77563 2.39334 1.74378  -0.29
8 C -0.53044 0.38285 1.18097  0.24
9 F 0.46276 0.42417 2.11047  -0.32
10 C -0.49826 -0.75394 0.46071  0.08
11 F -1.54067 -1.05658 -0.38755  -0.34
12 B 0.54730 -2.00264 0.65603  1.05
13 O 0.96796 -2.46459 -0.54484  -0.85
14 O 0.80857 -2.40096 1.87224  -0.87
15 H -0.05641 -0.45449 -1.33400  0.22
16 H 1.16818 0.30181 -2.31851  0.22
17 H 1.54100 -3.13670 -0.44285  0.48
18 H 1.24433 -3.10990 2.21708  0.51

***

A structure of composition C6H4Br2, computed with the ωB97M-V functional and the def2-TZVPD basis.

Energy relative to the best compared isomer or geometry (same formula, charge and spin) (kcal per mole): 0.0
HOMO level (eV): -8.8

Each line ends with the natural charge from an NBO analysis.
Atoms and positions in Å:
1 C -1.40388 -0.66546 -0.04889  -0.13
2 C -1.40885 0.69858 -0.07867  -0.13
3 C 0.05165 -0.79355 -0.12424  -0.06
4 C 0.08012 0.72921 -0.05910  -0.03
5 C 1.06039 -1.62292 0.07989  -0.37
6 C 1.04740 1.62365 -0.01929  -0.40
7 Br -2.67950 -1.98467 -0.02138  0.13
8 Br -2.69043 2.00332 -0.01118  0.15
9 H 2.01514 -1.24784 0.09079  0.20
10 H 0.98659 -2.76203 0.11346  0.21
11 H 2.13525 1.41985 -0.15471  0.21
12 H 0.80611 2.60184 0.23331  0.21

***

The molecule C6H4Br2S2, computed with the ωB97M-V functional and the def2-TZVPD basis.

Energy relative to the best compared isomer or geometry (same formula, charge and spin) (kcal per mole): 40.0
HOMO level (eV): -9.2

Each line ends with the natural charge from an NBO analysis.
Atoms and positions in Å:
1 C -0.49800 0.50150 -1.89366  -0.17
2 C -0.56744 -0.05867 -0.87821  -0.06
3 C -0.66161 -0.94039 0.19278  -0.38
4 S -0.09120 -2.62498 0.05170  0.24
5 C 0.64266 -1.30049 0.97148  -0.38
6 C 1.93283 -0.73890 0.62455  -0.10
7 Br 3.38318 -2.03125 0.41755  0.07
8 C 2.22833 0.54733 0.42010  -0.25
9 S 1.24586 1.88405 1.00484  0.06
10 Br 3.89302 1.23827 -0.35922  0.07
11 H -0.37035 1.14801 -2.76039  0.24
12 H -1.60282 -0.92260 0.86444  0.26
13 H 0.49156 -1.39734 2.01831  0.25
14 H 0.93225 2.50598 -0.16051  0.15

***

A structure of composition C6H4Br4N2O, computed with the ωB97M-V functional and the def2-TZVPD basis.

HOMO level (spin up / spin down) (eV): -8.1 / -8.1

Each line ends with the natural charge from an NBO analysis.
Atoms and positions in Å:
1 C -1.33418 -0.64922 1.55012  -0.14
2 C -0.05624 -1.08163 1.62662  -0.25
3 C -1.71810 0.41073 0.59083  -0.28
4 C 0.85755 -0.86514 0.53643  0.21
5 C -1.57804 0.50557 -0.72368  -0.25
6 C 0.69673 -0.66727 -0.80467  0.03
7 N 1.88180 -0.10069 -1.17096  -0.31
8 N 2.61865 0.31056 -0.10737  0.20
9 O 2.02910 -0.26627 0.93135  -0.23
10 Br -1.95000 2.16437 -1.58669  0.05
11 Br 0.09350 -1.92798 -2.12816  0.15
12 Br 2.18035 0.80305 -2.78413  0.37
13 Br 1.84994 2.62826 0.08135  -0.54
14 H -2.19760 -0.77803 2.22874  0.24
15 H 0.38397 -1.70896 2.39909  0.24
16 H -2.18944 1.43514 0.91620  0.26
17 H -1.56799 -0.21250 -1.55508  0.23

***

The molecule C6H4BrN3O2, computed with the ωB97M-V functional and the def2-TZVPD basis.

Energy relative to the best compared isomer or geometry (same formula, charge and spin) (kcal per mole): 137.9
HOMO level (eV): -10.4

Each line ends with the natural charge from an NBO analysis.
Atoms and positions in Å:
1 N -2.85617 -0.86603 -2.18779  -0.19
2 C -1.84873 -0.41367 -1.89567  0.19
3 C -0.70375 -0.09188 -1.19703  0.25
4 N 0.36666 0.13065 -1.71277  -0.32
5 C 1.56948 0.29437 -1.00413  -0.27
6 C 1.66140 -0.23202 0.44063  -0.28
7 Br 1.60682 -2.18410 0.24055  0.03
8 C 0.42832 -0.00654 1.33490  -0.20
9 C -0.72773 -0.04442 0.69300  0.06
10 N -1.94037 0.38299 1.29829  0.48
11 O -2.17844 -0.05708 2.42557  -0.38
12 O -2.58497 1.22365 0.75818  -0.34
13 H 1.77312 1.37822 -0.88890  0.23
14 H 2.34442 -0.19820 -1.55478  0.24
15 H 2.59498 0.33176 0.88450  0.26
16 H 0.49497 0.35229 2.36542  0.26